The following is a quantum chemistry calculation of a molecular structure, C29H41F5P2Pb at a distorted geometry, from the OMol25 dataset.

The geometry in XYZ format:
```
78
Properties=species:S:1:pos:R:3:lowdin_charge:R:1
Pb -0.443 -0.464 1.909 1.5449
C -2.038 -1.169 3.398 -0.2789
C -1.639 -2.229 2.503 -0.2908
C 0.220 -1.598 3.729 -0.2711
C -0.895 -0.736 4.114 -0.2678
C -0.238 -2.519 2.752 -0.3082
C -3.439 -0.683 3.596 0.0097
H -4.038 -0.787 2.688 0.0886
H -3.462 0.365 3.906 0.0976
H -3.926 -1.273 4.383 0.1270
C -0.829 0.321 5.170 0.0253
H -1.710 0.967 5.140 0.0985
H 0.059 0.944 5.022 0.0525
H -0.774 -0.132 6.169 0.1287
C 1.568 -1.595 4.374 0.0341
H 1.517 -2.146 5.323 0.1342
H 1.902 -0.575 4.573 0.0552
H 2.315 -2.077 3.740 0.1008
C 0.535 -3.674 2.195 0.0178
H 0.419 -4.555 2.840 0.1247
H 1.601 -3.445 2.130 0.0973
H 0.185 -3.955 1.198 0.0861
C -2.566 -3.097 1.708 0.0183
H -2.851 -3.981 2.295 0.1249
H -2.099 -3.452 0.785 0.0902
H -3.484 -2.568 1.441 0.0842
C -0.984 1.450 0.917 -0.1395
C -2.110 0.614 0.943 -0.1673
C -2.646 -0.128 -0.265 -0.1077
C -1.527 -0.854 -1.028 -0.1136
C -0.414 -1.313 -0.090 -0.1591
C 0.784 -0.588 0.116 -0.1500
C 1.039 0.767 -0.507 -0.1066
C -0.149 1.744 -0.319 -0.1133
H -3.188 0.569 -0.924 0.1603
H -1.106 -0.204 -1.802 0.0642
H -3.385 -0.860 0.078 0.1137
H -0.796 1.734 -1.204 0.1189
H -0.904 2.182 1.712 0.1391
H -2.849 0.828 1.710 0.1276
H 0.244 2.761 -0.233 0.1358
H 1.923 1.191 -0.028 0.1210
H 1.679 -1.150 0.373 0.1543
H 1.268 0.654 -1.578 0.1483
H -1.939 -1.724 -1.551 0.1478
H -0.349 -2.391 0.028 0.1127
P -0.696 0.923 -4.638 0.7676
C -0.746 2.779 -4.623 -0.3243
C -2.077 0.595 -5.830 -0.3090
P 1.654 -0.907 -5.439 0.7490
C 0.747 0.683 -5.792 -0.6110
C 1.105 -1.885 -6.918 -0.3193
C 3.343 -0.411 -6.017 -0.3268
H 0.119 3.164 -4.073 0.0258
H -1.651 3.112 -4.103 0.0281
H -0.742 3.199 -5.636 0.0497
H -1.992 1.210 -6.734 0.0504
H -3.035 0.805 -5.344 0.0313
H -2.059 -0.460 -6.116 0.0291
H 3.326 -0.007 -7.036 0.0473
H 4.008 -1.280 -5.988 0.0354
H 3.742 0.351 -5.341 0.0275
H 1.428 1.538 -5.679 0.0443
H 0.397 0.658 -6.834 0.0488
H 1.673 -2.821 -6.964 0.0372
H 1.252 -1.334 -7.855 0.0459
H 0.045 -2.140 -6.817 0.0242
F 1.952 1.025 5.715 0.0045
C 2.118 1.656 4.501 -0.1708
C 1.450 1.415 3.112 0.0811
C 1.967 2.538 2.330 -0.3189
F 1.628 2.847 1.153 0.0678
C 2.896 3.531 2.690 -0.1284
F 3.260 4.494 1.797 0.1182
C 3.447 3.582 3.916 -0.1379
F 4.338 4.551 4.246 0.1453
C 3.049 2.665 4.817 -0.1432
F 3.572 2.757 6.071 0.1209
```

* charge: +2
* relative energy (zero: lowest compared OMol25 entry of this formula, charge and spin): 142.2 kcal/mol
* calculated total energy: -2503.47169 a.u.
* HOMO-LUMO gap: 4.1 eV
* HOMO level: -12.62 eV
* max |F|: 6.02 eV/Å